An isolated ion of composition C29H27NP and charge +1, computed with the ωB97M-V functional and the def2-TZVPD basis.

XYZ file:
```
58
Properties=species:S:1:pos:R:3
C -1.82 -3.57 0.06
C -0.81 -3.72 1.02
C -0.13 -2.60 1.47
C -0.50 -1.32 1.03
P 0.27 0.09 1.80
C 2.04 0.04 1.25
C 2.95 1.05 1.65
C 4.21 1.16 1.04
C 4.59 0.26 0.04
C 3.72 -0.76 -0.34
C 2.46 -0.87 0.26
C -0.35 1.63 1.07
C -0.94 2.62 1.87
C -1.50 3.76 1.28
C -1.38 3.97 -0.09
C -0.70 3.04 -0.88
C -0.19 1.88 -0.31
C -0.12 -0.46 3.72
C 0.97 0.26 4.36
N 1.92 0.77 4.80
C -1.51 -1.16 0.08
C -2.16 -2.29 -0.42
H -2.35 -4.45 -0.31
H -0.56 -4.71 1.42
H 0.68 -2.74 2.19
H 2.68 1.74 2.45
H 4.89 1.96 1.35
H 5.56 0.35 -0.43
H 4.01 -1.47 -1.11
H 1.79 -1.66 -0.07
H -0.93 2.51 2.96
H -2.02 4.48 1.91
H -1.82 4.87 -0.54
H -0.59 3.21 -1.95
H 0.35 1.17 -0.94
H 0.17 -1.53 3.61
H -1.77 -0.17 -0.27
H -2.93 -2.18 -1.17
C -0.90 -0.81 5.97
C -1.38 -0.47 4.49
C -2.12 0.86 4.58
C -2.37 -1.62 4.07
C -3.45 -1.38 3.21
C -4.22 -2.44 2.70
C -3.96 -3.76 3.10
C -2.97 -3.99 4.06
C -2.20 -2.93 4.56
H -1.78 -1.04 6.59
H -0.17 -1.66 5.96
H -0.33 0.04 6.41
H -2.99 0.73 5.23
H -1.52 1.66 5.01
H -2.49 1.21 3.62
H -3.71 -0.37 2.89
H -5.03 -2.24 2.01
H -4.58 -4.58 2.76
H -2.79 -5.00 4.44
H -1.46 -3.14 5.34
```

Summary:
Total charge: +1
Maximum force (eV Å⁻¹): 3.45
Relative energy (zero: lowest compared OMol25 entry of this formula, charge and spin) (kcal/mol): 0.00
LUMO level (eV): -3.02
Molar mass (g/mol): 420.52
HOMO (eV): -11.88

A 4-piece molecular cluster, C3H12O4 overall, computed with the ωB97M-V functional and the def2-TZVPD basis.

XYZ file:
```
19
Properties=species:S:1:pos:R:3
C -1.32 0.76 0.97
C -0.41 0.05 1.63
O -0.75 -0.42 2.93
C 0.95 -0.48 1.18
H -1.29 0.93 -0.10
H -2.17 0.99 1.60
H -0.88 0.39 3.44
H 1.54 -0.75 2.05
H 1.34 0.38 0.65
H 0.71 -1.47 0.80
H -0.13 -3.59 -1.71
H -1.52 -3.40 -1.94
O -0.68 -3.06 -2.29
H 2.65 3.30 1.53
H 1.19 3.54 1.31
O 1.90 2.98 1.06
H -1.12 -0.06 -4.10
H 0.21 -0.37 -4.78
O -0.21 0.28 -4.22
```

Summary:
Total charge: 0
Maximum force (eV Å⁻¹): 2.28
Relative energy (zero: lowest compared OMol25 entry of this formula, charge and spin) (kcal/mol): 41.55
LUMO level (eV): 0.66
Molar mass (g/mol): 112.12
HOMO (eV): -8.97
SMILES: C=C(C)O.O.O.O

A 16-piece molecular cluster, C24H30Cl45FINO4 overall, computed with the ωB97M-V functional and the def2-TZVPD basis.

XYZ file:
```
106
Properties=species:S:1:pos:R:3
C 0.84 0.35 -3.75
C 1.42 0.89 -5.05
C 0.42 1.73 -5.79
O -0.54 1.22 -6.33
O 0.62 3.09 -5.86
C 0.13 3.76 -4.71
C -1.33 3.48 -4.41
O -2.12 3.78 -5.56
C -3.19 3.00 -5.81
O -3.41 2.55 -6.91
N -4.11 2.82 -4.72
F -5.40 3.03 -5.22
C -4.03 1.54 -4.04
C -4.45 0.29 -4.81
C -5.95 -0.04 -4.67
I -6.77 -0.94 -6.44
H 0.29 1.10 -3.19
H 1.67 0.01 -3.15
H 0.25 -0.53 -3.94
H 2.38 1.37 -4.90
H 1.62 0.04 -5.69
H 0.19 4.82 -4.91
H 0.69 3.54 -3.81
H -1.63 4.17 -3.62
H -1.43 2.47 -4.05
H -3.03 1.39 -3.65
H -4.68 1.62 -3.17
H -4.14 0.29 -5.85
H -3.94 -0.54 -4.34
H -6.07 -0.74 -3.86
H -6.47 0.86 -4.39
C -0.76 7.88 -2.77
Cl -0.28 6.79 -4.07
Cl -2.01 7.12 -1.77
Cl 0.63 8.33 -1.79
H -1.18 8.77 -3.21
C -0.59 -3.04 -1.70
Cl 1.05 -2.44 -1.89
Cl -0.86 -3.68 -0.07
Cl -1.77 -1.78 -2.07
H -0.74 -3.85 -2.40
C -9.71 2.12 -4.89
Cl -7.99 2.43 -5.09
Cl -10.00 1.22 -3.39
Cl -10.64 3.61 -4.90
H -10.04 1.50 -5.71
C 2.59 -0.05 1.09
Cl 3.80 -0.51 2.28
Cl 3.31 0.13 -0.52
Cl 1.27 -1.22 1.06
H 2.18 0.92 1.37
C 3.80 -2.82 5.78
Cl 4.97 -1.77 4.97
Cl 2.83 -1.93 6.95
Cl 2.77 -3.62 4.59
H 4.35 -3.58 6.31
C -8.74 6.28 -7.84
Cl -7.69 5.26 -6.86
Cl -7.97 6.69 -9.38
Cl -10.30 5.53 -8.12
H -8.90 7.21 -7.30
C -10.98 9.18 -9.96
Cl -11.13 10.83 -10.57
Cl -10.86 9.18 -8.20
Cl -12.34 8.19 -10.49
H -10.08 8.75 -10.36
C 7.96 -3.97 4.33
Cl 8.62 -5.25 3.34
Cl 6.80 -4.65 5.49
Cl 9.23 -3.09 5.17
H 7.43 -3.27 3.70
C -4.00 9.41 -5.38
Cl -3.81 7.70 -4.98
Cl -2.83 10.41 -4.51
Cl -3.86 9.66 -7.11
H -4.99 9.71 -5.07
C 10.65 -8.89 4.71
Cl 11.83 -7.94 3.81
Cl 9.71 -7.87 5.79
Cl 9.60 -9.78 3.61
H 11.19 -9.61 5.31
C 3.12 -4.11 10.54
Cl 4.06 -3.85 12.01
Cl 1.75 -3.00 10.47
Cl 4.13 -3.94 9.11
H 2.73 -5.12 10.56
C 6.50 -9.65 7.48
Cl 7.22 -10.86 6.41
Cl 7.27 -9.69 9.07
Cl 6.62 -8.04 6.78
H 5.46 -9.89 7.61
C 1.38 4.36 1.22
Cl 2.61 5.41 0.53
Cl 0.31 3.73 -0.03
Cl 2.13 3.03 2.12
H 0.78 4.94 1.91
C 4.67 -10.54 11.90
Cl 3.71 -10.24 13.35
Cl 4.97 -12.26 11.69
Cl 3.87 -9.86 10.48
H 5.62 -10.04 12.02
C 6.28 -6.12 14.76
Cl 6.97 -7.30 13.65
Cl 5.11 -6.90 15.84
Cl 7.54 -5.32 15.69
H 5.75 -5.37 14.18
```

Summary:
Total charge: 0
Maximum force (eV Å⁻¹): 2.87
LUMO level (eV): 0.09
Molar mass (g/mol): 2137.79
HOMO (eV): -9.29